[1]
Computed, not measured: C21H15Br4N5O3S2SeTa as an isolated structure, with ωB97M-V/def2-TZVPD.

The geometry in XYZ format:
```
52
Properties=species:S:1:pos:R:3:forces:R:3:nbo_charge:R:1
Ta 0.736157 0.128988 1.061832 -0.24 -0.06 -0.30 2.250
C -4.083980 -1.478273 4.134624 -0.08 -0.02 0.00 -0.748
S -2.530770 -0.746523 4.668376 0.01 0.07 -0.14 0.396
C -1.729304 -0.479511 3.161687 0.10 -0.13 0.33 -0.042
S -0.154118 0.272383 3.366924 -0.06 0.08 -0.12 -0.094
N -2.282786 -0.825870 2.045061 0.28 0.16 -0.27 -0.378
N -1.456928 -0.601630 0.963758 -0.34 -0.13 0.10 -0.276
C -1.880542 -1.044696 -0.155971 0.13 0.03 -0.05 0.100
C -0.988487 -0.916857 -1.305479 -0.10 0.02 0.13 0.173
C -1.334018 -1.361227 -2.566697 0.05 0.01 -0.05 -0.207
C -0.423553 -1.202813 -3.603866 -0.06 -0.02 0.00 -0.109
C 0.802511 -0.615687 -3.345848 0.06 0.03 0.04 -0.233
C 1.093034 -0.207168 -2.054746 -0.03 -0.06 -0.07 0.097
N 0.210743 -0.341221 -1.057240 -0.01 -0.10 -0.04 -0.541
H -4.667033 -1.606063 5.044861 0.00 -0.02 -0.02 0.247
H -4.609340 -0.816812 3.451821 0.01 0.03 0.01 0.239
H -3.914857 -2.442806 3.663757 0.03 0.00 0.01 0.239
H -2.844393 -1.535510 -0.232172 0.00 0.01 -0.02 0.231
H -2.297237 -1.824804 -2.727755 0.00 0.00 0.01 0.250
H -0.670158 -1.543442 -4.600575 0.00 0.00 0.00 0.248
H 1.543549 -0.487700 -4.121488 0.00 0.00 0.00 0.255
H 2.052886 0.217883 -1.793431 0.00 0.01 -0.02 0.252
Br 3.062464 -6.403227 0.172865 0.01 -0.03 0.00 0.141
C 2.940252 -4.530729 0.201282 -0.02 -0.01 0.02 -0.138
C 3.948324 -3.743493 -0.374427 0.01 0.02 -0.01 -0.157
Br 5.437427 -4.545832 -1.186891 0.03 -0.03 -0.02 0.141
C 3.859843 -2.350105 -0.354936 -0.09 -0.01 0.05 -0.144
Br 5.134290 -1.201964 -1.118701 0.00 -0.02 0.00 0.120
C 2.760720 -1.772762 0.256028 0.14 0.29 -0.11 0.199
O 2.536473 -0.450259 0.397149 -0.04 -0.24 0.07 -0.747
C 1.759581 -2.554236 0.803174 -0.23 0.08 0.18 0.269
O 0.757529 -1.815371 1.314484 0.06 -0.39 0.18 -0.746
C 1.826752 -3.934663 0.798468 0.08 0.06 -0.13 -0.175
Br 0.404844 -4.886756 1.563013 0.01 0.00 0.00 0.131
Se -0.761168 3.204435 1.954644 -0.08 -0.20 -0.13 1.082
N -0.685494 2.090130 0.514981 0.31 0.38 0.19 -0.768
C -1.108372 2.800198 -0.533907 -0.11 -0.21 -0.14 0.233
C -1.247778 2.357311 -1.891742 0.04 0.00 0.15 -0.271
C -1.712475 3.218409 -2.828125 -0.04 0.12 -0.03 -0.135
C -2.079187 4.571911 -2.526169 0.03 -0.09 -0.05 -0.208
C -1.976588 5.038957 -1.265465 0.03 -0.05 0.08 -0.168
C -1.491614 4.162768 -0.239094 -0.07 0.21 -0.03 0.062
N -1.368924 4.546568 1.015882 0.02 -0.18 0.03 -0.563
H -1.001870 1.350851 -2.175975 0.01 0.00 -0.01 0.205
H -1.818412 2.873604 -3.848970 0.00 0.00 0.00 0.225
H -2.442773 5.209581 -3.319872 0.00 -0.01 -0.01 0.236
H -2.249935 6.048823 -0.993568 0.01 -0.01 0.02 0.245
C 3.056081 2.054344 1.958051 -0.10 -0.12 -0.12 -0.246
O 1.783497 1.593885 1.524628 0.15 0.47 0.24 -0.777
H 2.958087 2.439221 2.972373 0.05 0.00 0.00 0.200
H 3.373084 2.852397 1.288781 0.03 0.02 0.04 0.202
H 3.773978 1.235345 1.924602 0.02 0.02 0.00 0.202
```
Positions in Å, forces in eV/Å.

Properties
HOMO	-10.83	eV
energy relative to the best compared isomer or geometry (same formula, charge and spin)	0.0	kcal/mol
total energy	-14859.553500	Ha
orbital gap	6.4	eV
total charge	+1

---

[2]
Computed, not measured: the molecule C21H15ClN4O4 at a distorted geometry, with ωB97M-V/def2-TZVPD.

The geometry in XYZ format:
```
45
Properties=species:S:1:pos:R:3:forces:R:3:nbo_charge:R:1
O -0.369956 -2.943545 -1.659797 0.14 0.13 0.02 -0.585
C 0.452882 -2.471268 -0.916243 -0.13 -0.21 0.02 0.775
O 0.474099 -2.667867 0.409052 0.17 0.16 0.16 -0.476
C -0.574102 -3.460911 0.949733 -0.39 -0.32 -0.33 -0.134
C -1.768959 -2.631701 1.263308 -0.01 -0.09 0.59 0.423
N -2.402302 -2.562195 2.388955 1.35 -0.94 -0.06 -0.271
N -3.424582 -1.710944 2.215121 -1.13 1.02 -0.60 -0.289
C -3.370876 -1.288627 0.985305 0.17 -0.45 0.91 0.461
C -4.268179 -0.361706 0.337395 -0.17 0.31 -0.46 -0.153
C -4.095804 -0.031723 -1.006458 -0.03 -0.07 0.27 -0.117
C -4.964352 0.849802 -1.618526 -0.15 0.12 0.00 -0.251
C -6.006135 1.401149 -0.885527 0.23 -0.22 0.12 -0.016
Cl -7.091645 2.501138 -1.649179 -0.15 0.15 -0.10 0.018
C -6.187988 1.078889 0.453667 -0.02 0.06 -0.12 -0.236
C -5.319602 0.198042 1.064196 0.22 -0.12 -0.13 -0.141
O -2.328101 -1.844391 0.323266 -0.12 0.12 -0.19 -0.399
C 1.570872 -1.610395 -1.365977 0.44 0.32 -0.05 -0.017
C 1.678001 -1.236665 -2.735826 0.29 0.19 0.01 -0.153
C 2.713740 -0.450946 -3.107735 -0.25 -0.16 0.03 -0.261
C 3.686428 0.007550 -2.137369 -0.13 -0.13 -0.07 0.588
O 4.644421 0.718911 -2.358942 0.14 0.17 -0.09 -0.605
N 3.441129 -0.464152 -0.836857 0.19 -0.06 -0.50 -0.181
C 4.319842 -0.028981 0.237607 0.27 0.30 0.31 -0.262
C 3.786881 1.249814 0.835992 0.11 -0.05 -0.02 0.039
C 4.397712 2.466827 0.573035 0.01 -0.06 0.03 -0.225
C 3.876889 3.633055 1.107753 0.01 0.09 0.01 -0.205
C 2.740849 3.589166 1.897507 -0.01 0.08 0.00 -0.212
C 2.120818 2.376348 2.150521 -0.08 -0.02 0.03 -0.195
C 2.640903 1.209436 1.620473 0.03 0.02 0.03 -0.243
N 2.443041 -1.217830 -0.479016 -0.77 -0.58 0.24 -0.117
H -0.852666 -4.237565 0.224258 0.12 0.10 0.23 0.228
H -0.199846 -3.905561 1.872030 -0.11 0.09 -0.13 0.236
H -3.284119 -0.471653 -1.565890 0.06 -0.03 -0.06 0.225
H -4.839788 1.109670 -2.657862 -0.01 0.04 -0.08 0.231
H -7.004399 1.516726 1.005751 -0.07 0.05 0.03 0.233
H -5.435999 -0.072704 2.101154 -0.05 0.00 0.12 0.242
H 0.933580 -1.592495 -3.431204 -0.04 -0.01 -0.08 0.246
H 2.860121 -0.125566 -4.125974 0.02 0.02 -0.05 0.238
H 4.339034 -0.825230 0.983574 0.02 0.03 -0.17 0.228
H 5.310887 0.129796 -0.191330 -0.14 -0.09 0.10 0.244
H 5.274615 2.500101 -0.055604 0.09 -0.02 -0.08 0.224
H 4.357824 4.577977 0.903524 0.04 0.08 -0.02 0.215
H 2.335422 4.499736 2.313107 -0.03 0.07 0.03 0.214
H 1.231345 2.339747 2.761985 -0.07 0.00 0.06 0.214
H 2.158048 0.260733 1.807049 -0.05 -0.09 0.05 0.223
```
Positions in Å, forces in eV/Å.

Properties
HOMO	-9.00	eV
energy relative to the best compared isomer or geometry (same formula, charge and spin)	0.0	kcal/mol
total energy	-1789.426383	Ha
orbital gap	8.7	eV
SMILES string	O=C(OCc1nnc(-c2ccc(Cl)cc2)o1)c1ccc(=O)n(Cc2ccccc2)n1

---

no.,LUMO level (hartree)
1,-0.16244
2,-0.01199